(1)
{"formula": "C25H30ClN3O12P3Pt", "method": "wB97M-V/def2-TZVPD", "symbols": ["Pt", "C", "C", "O", "P", "O", "O", "O", "P", "O", "O", "O", "H", "H", "H", "H", "H", "H", "H", "O", "Cl", "O", "O", "O", "N", "P", "C", "C", "C", "C", "C", "C", "C", "C", "C", "C", "C", "C", "C", "C", "C", "C", "C", "C", "H", "H", "H", "H", "H", "H", "H", "H", "H", "H", "H", "H", "H", "H", "H", "N", "C", "N", "C", "C", "O", "C", "C", "H", "H", "H", "H", "H", "H", "H", "H"], "positions_angstrom": [[0.811, -0.956, -0.644], [4.719, 0.912, 0.997], [3.514, 0.409, 0.221], [2.530, -0.230, 1.066], [3.949, -0.857, -1.012], [5.044, -0.233, -1.922], [4.665, -2.054, -0.312], [2.667, -1.233, -1.718], [2.669, 1.725, -0.790], [2.616, 2.987, 0.205], [3.487, 2.003, -1.995], [1.227, 1.228, -0.896], [5.195, 0.090, 1.531], [4.410, 1.676, 1.710], [5.449, 1.352, 0.318], [2.003, 0.465, 1.489], [4.709, 0.630, -2.275], [4.009, -2.724, -0.011], [3.120, 3.726, -0.156], [0.467, -4.722, 1.001], [1.312, -4.053, 0.059], [2.142, -4.942, -0.679], [0.457, -3.277, -0.879], [2.148, -3.054, 0.780], [-0.793, -0.572, -1.570], [-2.046, 0.534, -1.687], [-2.305, 1.282, -0.092], [-3.221, 0.697, 0.786], [-3.367, 1.218, 2.060], [-2.592, 2.301, 2.458], [-1.668, 2.871, 1.589], [-1.516, 2.363, 0.309], [-1.559, 1.763, -2.872], [-2.282, 2.955, -2.951], [-1.924, 3.897, -3.899], [-0.848, 3.657, -4.746], [-0.123, 2.477, -4.654], [-0.476, 1.520, -3.716], [-3.489, -0.391, -2.161], [-4.689, 0.274, -2.414], [-5.810, -0.461, -2.755], [-5.736, -1.847, -2.839], [-4.543, -2.508, -2.586], [-3.410, -1.783, -2.245], [-3.818, -0.150, 0.471], [-4.090, 0.786, 2.740], [-2.712, 2.709, 3.454], [-1.066, 3.712, 1.907], [-0.785, 2.788, -0.365], [-3.102, 3.153, -2.271], [-2.478, 4.824, -3.972], [-0.568, 4.402, -5.480], [0.720, 2.304, -5.309], [0.094, 0.604, -3.630], [-4.750, 1.353, -2.350], [-6.743, 0.047, -2.957], [-6.618, -2.415, -3.104], [-4.492, -3.586, -2.656], [-2.475, -2.294, -2.048], [-0.340, -1.218, 1.233], [0.068, -1.552, 2.276], [0.408, -1.851, 3.490], [0.554, -0.766, 4.489], [2.033, -0.498, 4.709], [2.713, -1.681, 5.067], [2.609, -2.688, 4.066], [1.162, -3.078, 3.849], [0.102, -1.124, 5.413], [0.022, 0.119, 4.145], [2.168, 0.205, 5.529], [2.474, -0.071, 3.798], [3.180, -3.542, 4.424], [3.038, -2.333, 3.124], [0.730, -3.446, 4.780], [1.040, -3.824, 3.071]], "forces_ev_per_a": [[-0.259, -0.497, 0.109], [-0.074, -0.086, 0.103], [0.067, 0.291, -0.227], [-0.013, -0.001, 0.067], [-0.134, 0.018, -0.213], [-0.023, -0.100, 0.001], [-0.259, -0.219, 0.034], [0.109, -0.110, 0.055], [-0.196, -0.080, 0.090], [-0.113, -0.064, -0.148], [0.022, -0.058, 0.022], [0.245, 0.292, 0.224], [-0.001, 0.009, 0.006], [0.010, 0.002, 0.020], [-0.013, 0.014, -0.012], [0.058, 0.001, 0.000], [-0.015, 0.075, 0.020], [0.155, 0.135, 0.008], [0.099, 0.055, 0.057], [0.246, 0.180, -0.238], [0.347, 0.059, 0.241], [-0.278, 0.280, 0.235], [0.269, 0.232, 0.265], [-0.259, -0.523, -0.466], [-0.181, 0.339, -0.248], [0.010, -0.115, 0.054], [0.012, -0.095, 0.081], [0.013, 0.077, -0.028], [0.001, 0.023, 0.019], [-0.004, -0.018, -0.003], [0.010, -0.033, -0.023], [-0.010, -0.023, 0.014], [0.166, -0.006, -0.088], [0.074, -0.027, -0.025], [0.004, 0.022, -0.010], [-0.015, 0.013, 0.008], [-0.008, -0.004, 0.005], [-0.096, 0.042, 0.015], [0.052, -0.279, -0.018], [0.013, -0.013, -0.017], [-0.035, -0.006, -0.013], [-0.017, 0.016, 0.000], [0.008, 0.018, -0.001], [-0.039, 0.123, -0.006], [0.004, 0.016, 0.014], [0.028, 0.000, -0.006], [-0.010, -0.001, -0.013], [-0.017, -0.007, -0.005], [0.003, -0.016, -0.006], [0.002, 0.009, -0.003], [0.009, -0.009, -0.003], [-0.010, -0.014, 0.012], [-0.007, -0.005, 0.023], [0.007, 0.020, -0.023], [-0.003, -0.004, 0.004], [0.008, -0.014, 0.003], [0.012, 0.012, 0.000], [0.012, 0.012, 0.007], [-0.011, -0.017, 0.004], [0.188, -0.053, 0.084], [-0.133, 0.057, 0.099], [0.028, 0.088, 0.101], [0.053, -0.123, -0.097], [0.067, -0.110, 0.009], [-0.057, -0.001, -0.025], [0.054, 0.088, 0.059], [-0.139, 0.072, -0.077], [-0.063, 0.005, 0.012], [-0.017, 0.007, -0.025], [0.008, 0.034, -0.001], [0.029, 0.008, -0.015], [0.016, -0.009, -0.009], [0.027, 0.001, -0.024], [-0.047, -0.021, -0.001], [0.009, 0.015, -0.063]], "mulliken_charge": [2.097, -1.880, 0.481, -0.443, 0.674, -0.467, -0.564, -0.836, 0.900, -0.544, -0.956, -0.560, 0.428, 0.417, 0.444, 0.169, 0.434, 0.425, 0.366, -0.665, 1.794, -0.651, -0.669, -0.794, 0.278, 1.957, 0.370, -0.508, -0.835, -0.525, -0.804, -0.158, 0.615, -0.272, -0.801, -0.467, -0.849, -0.451, 0.159, -0.332, -0.724, -0.509, -0.821, -0.339, 0.420, 0.442, 0.461, 0.466, 0.293, 0.381, 0.432, 0.421, 0.448, 0.325, 0.311, 0.430, 0.403, 0.448, 0.591, -0.651, 0.579, -0.092, -0.792, 0.069, -0.452, -0.098, -0.441, 0.313, 0.454, 0.435, -0.169, 0.430, -0.004, 0.291, 0.270], "total_charge": 1, "spin_multiplicity": 5, "s2": 6.02, "e_tot_ha": -3640.9764, "homo_lumo_gap_ev": [9.30, 6.68]}

---

(2)
{"formula": "C25H30F5IrN2O3P", "method": "wB97M-V/def2-TZVPD", "symbols": ["Ir", "O", "C", "C", "C", "C", "N", "C", "C", "C", "C", "C", "C", "O", "C", "C", "N", "H", "H", "H", "H", "H", "H", "H", "H", "H", "H", "H", "H", "F", "C", "F", "C", "F", "F", "F", "C", "P", "C", "C", "C", "C", "C", "C", "C", "H", "H", "H", "H", "H", "H", "H", "H", "H", "H", "H", "C", "C", "C", "O", "H", "H", "H", "H", "H", "H", "H"], "positions_angstrom": [[-0.917, -0.337, 0.210], [5.916, -1.538, 0.197], [5.466, -0.254, 0.522], [3.984, -0.283, 0.746], [3.283, 0.755, 1.355], [1.910, 0.649, 1.487], [1.212, -0.412, 1.090], [1.892, -1.475, 0.615], [3.261, -1.412, 0.387], [1.138, -2.728, 0.489], [1.771, -3.959, 0.338], [1.027, -5.130, 0.381], [1.700, -6.480, 0.180], [2.468, -6.819, 1.296], [-0.325, -5.022, 0.657], [-0.888, -3.759, 0.781], [-0.190, -2.645, 0.657], [6.877, -1.547, 0.119], [5.681, 0.459, -0.293], [5.956, 0.130, 1.428], [3.791, 1.631, 1.725], [1.365, 1.444, 1.973], [3.797, -2.232, -0.057], [2.837, -4.024, 0.205], [2.390, -6.387, -0.666], [0.942, -7.233, -0.050], [1.987, -7.401, 1.896], [-0.959, -5.884, 0.772], [-1.941, -3.693, 0.997], [-3.234, -2.039, 1.088], [-2.851, -1.401, -0.072], [-2.591, -2.406, -0.982], [-4.149, -0.728, -0.559], [-4.724, -0.099, 0.480], [-3.892, 0.235, -1.472], [-5.031, -1.556, -1.076], [-4.681, 2.714, 0.373], [-3.018, 1.961, 0.535], [-2.789, 1.805, 2.349], [-1.882, 3.230, -0.094], [-2.321, 4.260, -0.879], [-1.457, 5.296, -1.264], [-0.122, 5.280, -0.834], [0.384, 4.238, -0.119], [-0.433, 3.032, 0.213], [-5.038, 2.658, -0.655], [-4.637, 3.758, 0.683], [-5.382, 2.179, 1.010], [-2.849, 2.784, 2.823], [-1.839, 1.323, 2.583], [-3.593, 1.173, 2.725], [-3.348, 4.299, -1.210], [-1.823, 6.112, -1.865], [0.520, 6.107, -1.092], [1.402, 4.240, 0.237], [-0.313, 2.797, 1.283], [-0.816, 1.083, -2.548], [0.306, 1.828, -1.835], [1.653, 1.150, -2.082], [0.078, 1.819, -0.410], [-0.544, 0.892, -3.582], [-1.747, 1.646, -2.525], [-0.968, 0.094, -2.057], [0.340, 2.867, -2.181], [1.610, 0.099, -1.793], [2.430, 1.644, -1.500], [1.912, 1.209, -3.137]], "forces_ev_per_a": [[-0.626, -4.151, 1.096], [0.016, -0.276, -0.080], [0.304, 0.559, 0.026], [-0.293, -0.181, 0.064], [-0.044, -0.196, -0.054], [0.576, 0.278, 0.036], [-0.449, 0.246, -0.403], [0.491, 0.315, 0.005], [-0.196, 0.014, 0.054], [0.341, -0.561, -0.179], [-0.326, 0.432, 0.051], [-0.158, -0.386, -0.021], [-0.204, 0.340, -0.285], [0.342, -0.139, 0.513], [0.244, 0.466, -0.017], [-0.626, -0.754, 0.099], [-0.466, 2.161, -0.468], [-0.112, 0.051, 0.008], [-0.067, -0.047, 0.157], [-0.096, -0.003, -0.072], [0.068, 0.134, 0.087], [-0.152, 0.074, -0.103], [-0.007, -0.157, 0.034], [0.157, 0.053, -0.008], [-0.167, -0.146, 0.024], [0.078, 0.027, -0.090], [-0.004, 0.109, -0.127], [-0.070, -0.158, -0.016], [0.055, 0.196, -0.101], [0.380, 0.461, -0.252], [1.060, 0.386, -0.248], [-0.047, 0.624, 0.221], [0.034, 0.434, -0.285], [-0.272, -0.103, 0.349], [-0.006, -0.369, -0.380], [0.166, -0.155, 0.069], [0.139, -0.045, -0.254], [1.125, 1.432, 0.004], [0.305, 0.140, -0.139], [-1.240, -1.676, 1.442], [0.151, 1.199, -1.317], [-1.132, -1.378, 0.248], [1.466, -0.370, 0.651], [-0.258, 0.288, -0.381], [0.132, 0.287, 0.256], [-0.011, -0.059, 0.020], [0.018, -0.031, 0.060], [0.098, -0.048, -0.027], [-0.030, -0.009, 0.058], [-0.065, 0.035, 0.042], [0.004, -0.059, -0.080], [-0.087, 0.081, 0.117], [-0.113, 0.163, -0.022], [0.080, 0.137, 0.066], [0.217, -0.007, -0.171], [-0.102, 0.154, -0.122], [0.077, 0.142, 0.469], [0.334, -0.304, -1.152], [-0.234, 0.334, 0.260], [-0.706, 0.306, 0.603], [-0.009, -0.049, -0.086], [-0.116, -0.160, 0.003], [-0.047, 0.140, -0.242], [0.012, -0.169, 0.071], [-0.005, -0.022, -0.004], [0.078, -0.025, -0.033], [-0.002, -0.004, -0.047]], "mulliken_charge": [1.477, -0.506, -0.582, 0.464, -0.973, -0.405, -0.408, -0.241, -0.246, 0.721, -0.553, 0.853, -1.120, -0.495, -0.875, -0.404, -0.069, 0.336, 0.277, 0.379, 0.508, 0.615, 0.463, 0.416, 0.344, 0.448, 0.325, 0.437, 0.511, -0.291, 0.630, -0.249, 0.420, -0.256, -0.238, -0.243, -1.490, 1.025, -1.268, 0.475, -0.680, -0.603, -0.653, -0.736, -0.447, 0.410, 0.540, 0.464, 0.453, 0.264, 0.423, 0.531, 0.503, 0.446, 0.530, 0.396, -1.436, 0.551, -1.355, -0.252, 0.513, 0.253, 0.271, 0.353, 0.166, 0.323, 0.555], "total_charge": 2, "de_lowest_kcal_mol": 140.27, "spin_multiplicity": 2, "s2": 0.79, "e_tot_ha": -2250.1849, "homo_lumo_gap_ev": [5.45, 5.56]}